Formula: C2H3Cl2PS
Source: OMol25
Level of theory: wB97M-V/def2-TZVPD

The energy above the lowest of the compared OMol25 structures with the same formula, charge and spin comes out at 43.0 kcal/mol. The frontier orbital gap is 9.86 eV. Its electronic energy is -1737.8989 hartree. Its strongest force on any atom is 0.0496 Eh/bohr. For the HOMO energy, the calculation gives -9.26 eV. Its LUMO energy is 0.602 eV. The SMILES is SP(Cl)Cl.C#C.

Structure (XYZ):
```
9
Properties=species:S:1:pos:R:3:nbo_charge:R:1
H 1.16955 2.46968 0.90113 0.2406
Cl -1.63022 -2.67012 1.19471 -0.2619
P -0.02841 -1.64201 0.64694 0.6633
H -1.35781 2.99527 -1.25375 0.2435
H -0.10095 -1.94704 -1.99216 0.1628
Cl 1.39313 -2.15823 1.94693 -0.2559
C 0.41274 2.74233 0.17832 -0.2410
C -0.53841 2.84852 -0.53740 -0.2440
S 0.68038 -2.63840 -1.08472 -0.3072
```